[1]
Entry from the OMol25 dataset: a cluster of 7 separate species, C11H29Br2N5O11 in total in a non-equilibrium geometry (wB97M-V/def2-TZVPD).

```
58
Properties=species:S:1:pos:R:3
C 2.66671 -2.04936 3.74536
N 1.35096 -1.84122 4.36620
O 0.39701 -1.69292 3.61877
O 1.23168 -1.74157 5.54762
H 3.16572 -1.08932 3.61346
H 2.46560 -2.48515 2.76672
H 3.22913 -2.77613 4.33152
C -5.18950 -2.77672 0.50478
N -3.68908 -2.66361 0.30654
O -3.17671 -1.78222 1.00764
O -3.08794 -3.39663 -0.49577
H -5.65121 -2.67656 -0.47750
H -5.58567 -2.07644 1.24014
H -5.23052 -3.76992 0.95198
C -1.53366 1.18053 -5.13098
N -0.21511 1.68423 -4.58359
O 0.62745 0.82102 -4.32733
O -0.17328 2.83862 -4.25094
H -1.56542 0.09765 -5.01073
H -1.38351 1.41679 -6.18443
H -2.36799 1.67616 -4.63465
C -0.43645 -4.39321 1.85050
N 0.36553 -4.54135 0.55568
O -0.15492 -4.00282 -0.38073
O 1.54163 -4.98712 0.58341
H -1.51921 -4.43658 1.73288
H -0.24807 -3.41546 2.29394
H -0.19071 -5.16884 2.57584
C 3.53322 -1.10420 -2.86284
N 3.99022 -1.05935 -4.31420
O 4.47538 -2.06412 -4.72620
O 3.76868 0.01537 -4.95860
H 3.34004 -0.11450 -2.44897
H 4.38693 -1.52752 -2.33363
H 2.63330 -1.70786 -2.74522
Br -2.19897 0.32084 -1.75932
C -0.23998 -0.05678 -1.31432
C -0.03007 -0.61698 0.11262
Br 1.76703 -1.33549 0.19693
H 0.29150 0.85163 -1.59793
H 0.01319 -0.85329 -2.01401
H -0.62417 -1.48547 0.39699
H -0.13617 0.08867 0.93657
C -1.74881 5.13712 2.37508
C -0.40494 5.76133 1.87305
O 0.50261 4.68200 1.94380
C 0.51804 3.84524 0.80692
C 1.51190 2.67364 1.09525
H -1.94806 4.24106 1.78731
H -1.56605 4.76214 3.38210
H -2.62394 5.78644 2.35004
H -0.56075 6.26458 0.91882
H -0.04969 6.49172 2.59998
H -0.43513 3.42723 0.48313
H 0.94879 4.35550 -0.05457
H 1.61202 1.88017 0.35465
H 1.14426 2.29947 2.05072
H 2.48691 3.08931 1.34956
```

Output
SMILES: C[N+](=O)[O-].C[N+](=O)[O-].C[N+](=O)[O-].C[N+](=O)[O-].C[N+](=O)[O-].BrCCBr.CCOCC
Orbital gap, eV: 9.5
Electronic energy, a.u.: -6685.4218

Atomic partial charges in e from the Mulliken method, atoms 1 to 8:
1. C -0.511
2. N 0.929
3. O -0.558
4. O -0.547
5. H 0.283
6. H 0.054
7. H 0.291
8. C -0.827

---

[2]
Entry from the OMol25 dataset: a structure of composition C17H31Cl2N4SeSiTeV in a non-equilibrium geometry (wB97M-V/def2-TZVPD).

```
58
Properties=species:S:1:pos:R:3
V -0.46760 -0.54106 -0.91772
C 2.79238 -2.34690 -1.45457
C 2.56772 -0.86772 -1.57751
C 3.45834 -0.02468 -2.19191
C 3.19340 1.35388 -2.21223
C 2.09179 1.87422 -1.58118
C 1.22002 0.98134 -0.91971
N 1.45510 -0.36967 -0.98411
N 0.09053 1.23207 -0.21435
Si -0.52069 2.77320 0.34197
C 0.66711 3.45465 1.61341
C -2.18268 2.41192 1.13868
C -0.71060 4.03455 -1.02751
H 3.77485 -2.54131 -1.02369
H 2.76365 -2.84129 -2.42589
H 2.03149 -2.78403 -0.80976
H 4.35703 -0.42084 -2.64488
H 3.87590 2.02047 -2.72605
H 1.88768 2.93580 -1.56489
H 0.80684 2.77479 2.45827
H 0.29023 4.40244 2.01146
H 1.64723 3.65299 1.16859
H -2.29924 1.34425 1.33441
H -3.00389 2.73184 0.49201
H -2.28449 2.95192 2.08643
H 0.22844 4.56109 -1.21881
H -1.44846 4.79052 -0.74395
H -1.04219 3.57984 -1.96452
Cl -2.68271 0.25165 -1.49397
C -4.25419 -0.66445 -1.40411
Cl -4.12476 -2.34983 -0.94599
H -4.69778 -0.59753 -2.38751
H -4.85129 -0.16136 -0.65591
C -2.81038 -0.57785 3.58290
N -1.36855 -0.36794 3.50518
C -0.62951 0.29799 4.46334
C 0.65548 0.26054 4.06562
N 0.68963 -0.43351 2.87205
C 1.89211 -0.69061 2.09304
C -0.55379 -0.81828 2.53257
Se -1.09803 -1.85126 1.05663
H -3.04581 -1.21836 4.43021
H -3.14063 -1.06344 2.67120
H -3.31166 0.38074 3.69776
H -1.07691 0.74608 5.33350
H 1.54295 0.65642 4.52943
H 2.75509 -0.61263 2.74811
H 1.97575 0.03175 1.28619
H 1.83675 -1.68918 1.67020
C -0.27894 -4.33853 -1.88802
Te -0.91278 -2.49378 -2.76320
C 0.52634 -2.48148 -4.34132
H 0.77680 -4.48377 -2.10482
H -0.86057 -5.15924 -2.29799
H -0.42916 -4.27461 -0.81287
H 0.55380 -3.46936 -4.79680
H 1.51882 -2.18713 -4.01046
H 0.16404 -1.76535 -5.07700
```

Output
Orbital gap (alpha / beta), eV: 7.6 / 7.0
Net charge: +1
2S+1: 2
Electronic energy, a.u.: -5708.5769

Atomic partial charges in e from the Mulliken method, atoms 1 to 8:
1. V 0.076
2. C -1.133
3. C -0.046
4. C -0.789
5. C -0.567
6. C -0.893
7. C 1.328
8. N 0.238

---

[3]
Entry from the OMol25 dataset: a structure of composition C15H29OSV in a non-equilibrium geometry (wB97M-V/def2-TZVPD).

```
47
Properties=species:S:1:pos:R:3
C 0.73278 1.81957 -0.09861
H 0.80799 2.01005 0.96633
H 1.65712 1.88190 -0.65263
H 1.06341 0.55218 -0.04111
C -0.38470 2.78362 -0.57377
H -1.21748 2.35138 -1.17770
H -0.84494 3.19051 0.34925
C 0.15598 4.05305 -1.31950
H -0.70970 4.68231 -1.62801
H 0.78586 4.68109 -0.64233
H 0.74392 3.79510 -2.23717
C -0.89430 -2.02876 -1.05594
C -1.30642 -1.10326 -2.08457
C -0.09802 -0.41173 -2.53542
C 0.99934 -0.92024 -1.79034
C 0.52470 -1.91171 -0.87416
C 1.36861 -2.67096 0.08755
C 2.44485 -0.54983 -1.95565
C -0.00714 0.64746 -3.58412
C -2.69022 -0.69551 -2.39572
C -1.77353 -2.79133 -0.16122
V -0.46139 -0.12306 -0.49996
H 3.02046 -0.80833 -1.04953
H 2.91674 -1.07618 -2.80768
H 2.54317 0.52928 -2.13099
H 2.33730 -2.16538 0.27012
H 0.85110 -2.78351 1.04925
H 1.60021 -3.69147 -0.27634
H -2.65682 -2.20769 0.14620
H -2.10094 -3.69159 -0.69340
H -1.26018 -3.10099 0.77504
H -2.74144 0.23652 -2.98932
H -3.17578 -1.50459 -2.96507
H -3.27255 -0.54099 -1.46047
H 0.83894 1.35631 -3.36881
H 0.18720 0.21183 -4.60082
H -0.96287 1.22224 -3.64368
C -2.00694 1.44864 3.53939
S -1.24922 0.40898 2.23826
C -0.84118 -1.06704 3.11292
O -2.43433 0.08108 1.32163
H -1.28705 1.53931 4.36921
H -2.91910 0.97100 3.88399
H -2.23689 2.44927 3.14427
H -1.73473 -1.69435 3.21447
H -0.05533 -1.58803 2.53903
H -0.45889 -0.73438 4.08434
```

Output
Orbital gap (alpha / beta), eV: 8.1 / 8.4
Net charge: +2
2S+1: 3
Electronic energy, a.u.: -2005.6778

Atomic partial charges in e from the Mulliken method, atoms 1 to 8:
1. C -1.043
2. H 0.716
3. H 0.602
4. H 0.494
5. C -0.197
6. H 0.289
7. H 0.377
8. C -1.391

---

[4]
Entry from the OMol25 dataset: the ion C3H10BClNO7P2 with charge -1 (wB97M-V/def2-TZVPD).

```
25
Properties=species:S:1:pos:R:3
C 3.21897 1.07930 0.47379
C 2.35910 -0.18174 0.37734
O 1.70233 -0.40615 1.62191
C 1.28257 -0.04543 -0.73312
O -0.02517 -0.17776 -0.25541
B -0.73793 -1.36712 -0.59313
Cl 0.24186 -2.96378 -0.22726
O -1.01869 -1.47519 -2.06096
N -1.43352 -0.31304 -2.64693
O -0.83537 -0.08806 -3.64229
P -2.38247 -1.55522 0.53813
P -3.33646 0.39035 0.61764
O -4.79144 0.37982 0.36073
O -3.03571 1.00041 2.09313
O -2.58251 1.42372 -0.36874
H 3.97477 1.09857 -0.31572
H 3.71207 1.13823 1.44688
H 2.59425 1.96789 0.35948
H 3.00220 -1.03935 0.14682
H 2.37867 -0.66289 2.25818
H 1.48575 -0.76316 -1.53382
H 1.37705 0.95463 -1.17475
H -1.79616 -1.48464 1.81847
H -2.08041 1.11074 2.19659
H -3.27374 1.97987 -0.75698
```

Output
Orbital gap, eV: 8.3
Net charge: -1
Electronic energy, a.u.: -1869.6941

Atomic partial charges in e from the Mulliken method, atoms 1 to 8:
1. C -1.326
2. C 0.417
3. O -0.526
4. C -0.983
5. O -0.191
6. B 0.619
7. Cl -0.408
8. O -0.110

---

[5]
Entry from the OMol25 dataset: a cluster of 2 separate species, C4H14N3 in total (wB97M-V/def2-TZVPD).

```
21
Properties=species:S:1:pos:R:3
C -2.35087 0.05763 1.19215
C -2.38227 1.12112 0.40726
N -1.28876 2.06995 0.39431
H -1.53598 -0.02838 1.90146
H -3.08524 -0.72690 1.20499
H -3.15602 1.34790 -0.31545
H -0.98046 2.22086 1.34533
H -1.58576 2.97170 0.02839
C 2.06067 -0.83718 -0.10485
N 2.37469 -2.15454 0.44498
C 0.78935 -0.90056 -0.94763
N 0.36124 0.51170 -1.24755
H 2.85735 -0.49837 -0.77548
H 2.00120 -0.06211 0.67416
H 3.31663 -2.12540 0.81501
H 1.81515 -2.26313 1.29128
H -0.03092 -1.35528 -0.39883
H 1.00768 -1.43176 -1.86896
H -0.24158 0.52917 -2.07224
H -0.22666 0.96431 -0.46454
H 1.17485 1.10250 -1.43875
```

Output
Orbital gap, eV: 10.2
Net charge: +1
Electronic energy, a.u.: -324.8111

Atomic partial charges in e from the Mulliken method, atoms 1 to 8:
1. C -0.768
2. C -0.052
3. N -0.703
4. H 0.257
5. H 0.287
6. H 0.340
7. H 0.239
8. H 0.240

---

[6]
Entry from the OMol25 dataset: a structure of composition C34H45Br12FO18 in a non-equilibrium geometry (wB97M-V/def2-TZVPD).

```
110
Properties=species:S:1:pos:R:3
C 0.65367 -2.05615 -3.56221
C 1.58322 -2.96038 -2.80935
C 1.76156 -4.35920 -3.46924
O 3.20633 -4.51795 -3.61255
C 3.84045 -3.39869 -3.16884
O 4.99245 -3.25704 -3.08949
O 2.92342 -2.42334 -2.84633
H 0.34001 -1.18983 -2.99570
H -0.20319 -2.66074 -3.89394
H 1.06985 -1.72873 -4.51977
H 1.17233 -3.10624 -1.81008
H 1.25955 -4.49779 -4.43238
H 1.40541 -5.17522 -2.83277
C -5.32620 -0.27739 3.51239
C -4.48277 0.83568 2.86015
C -3.04478 0.96873 3.38454
O -2.25043 0.41687 2.32746
C -2.99365 0.28864 1.24187
O -2.55415 -0.01464 0.22113
O -4.27713 0.55589 1.46315
H -5.22362 -0.20316 4.59651
H -5.02282 -1.25229 3.14481
H -6.38274 -0.07612 3.33447
H -5.05766 1.76006 2.90176
H -2.87456 0.46343 4.32870
H -2.75854 2.01628 3.51855
C -4.30426 1.48755 -2.82486
C -3.20292 0.52019 -3.06953
C -3.69591 -0.90391 -3.25206
O -2.75654 -1.43597 -4.26317
C -2.27041 -0.40525 -4.98826
O -1.60732 -0.53910 -5.92031
O -2.61720 0.78661 -4.41616
H -4.98978 1.43778 -3.66352
H -3.92309 2.50687 -2.75389
H -4.77507 1.24387 -1.87229
H -2.35527 0.55806 -2.38681
H -4.73773 -0.96976 -3.58404
H -3.57871 -1.56795 -2.39335
C 5.12133 1.84855 -1.35415
C 4.22426 1.00113 -0.47903
C 4.42552 -0.52690 -0.50563
O 4.39718 -0.90437 0.86026
C 4.45658 0.18541 1.62049
O 4.37255 0.12929 2.75811
O 4.52633 1.29521 0.89194
H 4.96741 1.69967 -2.42480
H 6.17168 1.65130 -1.13085
H 4.91266 2.90451 -1.15788
H 3.17948 1.18064 -0.70185
H 5.24542 -0.94302 -1.09619
H 3.54434 -0.94757 -1.00580
C 0.22256 0.34283 0.35530
C -0.17380 1.58678 -0.38352
C -0.53367 2.79054 0.50211
O 0.33042 3.85848 0.04972
C 1.23590 3.36954 -0.83330
O 2.02283 4.00234 -1.36982
O 1.07574 2.06633 -0.97633
H 0.46675 -0.47340 -0.31892
H -0.56244 0.08206 1.05768
H 1.09566 0.61119 0.93664
H -0.88629 1.42734 -1.18729
H -0.33591 2.59643 1.55656
H -1.59380 3.03965 0.40348
C -2.12358 -3.74635 0.10230
C -2.37461 -2.43026 0.79846
C -3.60361 -2.35093 1.73242
O -3.06463 -2.03073 3.01245
C -1.69050 -2.05632 2.98034
O -0.98493 -1.98304 3.93406
O -1.25242 -2.18758 1.71375
H -1.17919 -3.70985 -0.42546
H -2.90113 -3.99054 -0.63127
H -2.15788 -4.54652 0.84764
H -2.36674 -1.60404 0.07509
H -4.14291 -3.30749 1.73705
H -4.32782 -1.58529 1.45292
F 0.91449 -5.37393 0.59210
C 1.71163 -4.84475 1.53439
C 1.87145 -3.46695 1.56788
C 2.67095 -2.91900 2.57168
C 3.30322 -3.72838 3.49033
C 3.20026 -5.11646 3.36690
C 2.39334 -5.67224 2.38160
H 1.32661 -2.82493 0.89024
H 2.74908 -1.83966 2.65565
H 3.82818 -3.31419 4.34132
H 3.73987 -5.74331 4.06217
H 2.31545 -6.74876 2.25648
C 2.98846 6.52584 0.74260
Br 3.65787 4.81608 1.30952
Br 4.17226 7.96738 1.20030
Br 1.24399 6.81409 1.47948
H 2.92907 6.45087 -0.32753
C 2.12422 2.39575 -4.73243
Br 0.56449 1.46717 -4.13085
Br 1.64383 4.02644 -5.63899
Br 3.30230 1.28269 -5.75319
H 2.67351 2.69892 -3.85950
C 0.99418 2.71316 4.03889
Br 2.06940 3.03117 5.60100
Br -0.69028 3.63661 4.17190
Br 0.67913 0.84739 3.76238
H 1.57029 3.10323 3.21712
C -3.20427 5.64331 1.53329
Br -4.15063 4.63826 0.19315
Br -4.37844 5.97473 3.02246
Br -2.53739 7.28838 0.82104
H -2.35711 5.05633 1.83730
```

Output
Orbital gap, eV: 8.6
Electronic energy, a.u.: -33664.9382

Atomic partial charges in e from the Mulliken method, atoms 1 to 8:
1. C -1.168
2. C 1.433
3. C -0.332
4. O -0.393
5. C 0.428
6. O -0.508
7. O -0.107
8. H -0.290